Model w:
Formula: C3H2N2O2
Source: the Open Molecules 2025 dataset
Level of theory: ωB97M-V with the def2-TZVPD basis set

The value obtained for the orbital gap is 11.37 eV. As for the SMILES: [H]/N=C(/C#N)OC=O. The lowest unoccupied orbital energy comes out at -0.33 eV.

```
! RIJCOSX wB97M-V def2-TZVPD def2/J DEFGRID3
* xyz 0 1
N 0.128 0.451 1.973
C 0.218 0.234 0.739
O -0.880 0.119 -0.069
C -0.913 -0.488 -1.302
O -1.911 -0.448 -1.948
C 1.555 0.245 0.159
N 2.641 0.360 -0.217
H -0.850 0.530 2.255
H 0.012 -1.003 -1.590
*
```

Model x:
Formula: C3H2N2O2
Source: the Open Molecules 2025 dataset
Level of theory: ωB97M-V with the def2-TZVPD basis set

The value obtained for the orbital gap is 11.48 eV. As for the SMILES: C=NOC(=O)C#N. The lowest unoccupied orbital energy comes out at -0.26 eV.

```
! RIJCOSX wB97M-V def2-TZVPD def2/J DEFGRID3
* xyz 0 1
C 2.037 -0.445 -0.032
C -1.150 0.735 0.010
C -2.351 -0.108 -0.012
H 3.076 -0.052 -0.046
H 1.841 -1.525 0.178
N 1.125 0.466 -0.120
N -3.260 -0.853 -0.070
O -0.166 -0.156 0.088
O -1.153 1.938 0.005
*
```

Which structure loses on stability? model x does.

Model w:
Formula: C3H2N2O2
Source: the Open Molecules 2025 dataset
Level of theory: ωB97M-V with the def2-TZVPD basis set

The value obtained for the orbital gap is 11.11 eV. As for the SMILES: N#C[C@H]1OC=NO1. The lowest unoccupied orbital energy comes out at 0.64 eV.

```
! RIJCOSX wB97M-V def2-TZVPD def2/J DEFGRID3
* xyz 0 1
C -1.611 0.064 -0.042
C -0.319 0.146 0.704
C 1.440 -0.684 -0.343
H -0.550 0.253 1.748
H 1.978 -1.491 -0.902
N -2.604 -0.143 -0.574
N 1.573 0.494 -0.605
O 0.490 -0.978 0.508
O 0.601 1.182 0.179
*
```

Model x:
Formula: C3H2N2O2
Source: the Open Molecules 2025 dataset
Level of theory: ωB97M-V with the def2-TZVPD basis set

The value obtained for the orbital gap (spin up / spin down) is 7.74 / 7.74 eV. The lowest unoccupied orbital energy (spin up / spin down) comes out at -2.44 / -2.43 eV.

```
! RIJCOSX wB97M-V def2-TZVPD def2/J DEFGRID3
* xyz 0 1
C -0.214 0.797 0.031
C -1.034 -0.258 -0.070
C 1.376 0.560 0.034
N -0.460 -1.447 0.035
N 1.676 -0.650 0.032
O 1.956 1.637 0.000
O -1.020 -2.501 -0.007
H -0.233 1.888 0.031
H -2.046 -0.026 -0.087
*
```

Which structure loses on stability? model x does.

Model w:
Formula: C3H2N2O2
Source: the Open Molecules 2025 dataset
Level of theory: ωB97M-V with the def2-TZVPD basis set

The value obtained for the orbital gap is 9.64 eV. The lowest unoccupied orbital energy comes out at 0.28 eV.

```
! RIJCOSX wB97M-V def2-TZVPD def2/J DEFGRID3
* xyz 0 1
C 1.570 -0.417 -1.081
C -1.371 -0.198 0.542
C -0.285 0.461 1.290
N 1.333 -0.646 0.054
N -1.087 1.052 0.381
O 1.493 -0.142 -2.224
O -2.185 -0.951 0.100
H 1.587 -1.093 1.000
H -1.055 1.933 -0.061
*
```

Model x:
Formula: C3H2N2O2
Source: the Open Molecules 2025 dataset
Level of theory: ωB97M-V with the def2-TZVPD basis set

The value obtained for the orbital gap is 10.80 eV. As for the SMILES: [H]/N=C(/C#N)OC=O. The lowest unoccupied orbital energy comes out at -0.28 eV.

```
! RIJCOSX wB97M-V def2-TZVPD def2/J DEFGRID3
* xyz 0 1
N -1.698 -1.008 0.180
C -0.661 -0.300 0.271
O 0.597 -0.713 -0.124
C 1.771 0.069 -0.148
O 2.374 0.217 -1.157
C -1.122 1.080 0.387
N -1.760 2.028 0.190
H -1.572 -1.792 -0.438
H 2.070 0.419 0.840
*
```

Which structure loses on stability? model w does.

Model w:
Formula: C5H6OS2
Source: the Open Molecules 2025 dataset
Level of theory: ωB97M-V with the def2-TZVPD basis set

The value obtained for the orbital gap is 8.78 eV. As for the SMILES: C#C[C@H](O)C(=S)SC. The lowest unoccupied orbital energy comes out at -0.35 eV.

```
! RIJCOSX wB97M-V def2-TZVPD def2/J DEFGRID3
* xyz 0 1
C -2.052 -0.374 0.381
C 0.578 -1.273 -0.151
C 0.940 0.088 0.488
C 0.666 1.135 -0.523
C 0.468 1.988 -1.352
H -3.116 -0.646 0.169
H -1.828 0.595 -0.079
H -1.920 -0.324 1.456
H 0.273 0.246 1.343
H 2.790 -0.341 0.393
H 0.296 2.751 -2.102
O 2.236 0.145 0.988
S -1.085 -1.715 -0.354
S 1.755 -2.276 -0.657
*
```

Model x:
Formula: C5H6OS2
Source: the Open Molecules 2025 dataset
Level of theory: ωB97M-V with the def2-TZVPD basis set

The value obtained for the orbital gap is 8.04 eV. As for the SMILES: C=CO/C=C/C(=S)S. The lowest unoccupied orbital energy comes out at -0.63 eV.

```
! RIJCOSX wB97M-V def2-TZVPD def2/J DEFGRID3
* xyz 0 1
C -1.620 1.061 -1.661
C -1.052 1.061 -0.232
C 0.083 0.521 0.252
C 1.442 -0.410 1.959
C 1.577 -1.640 1.405
H -1.593 0.249 -3.939
H -1.465 1.737 0.446
H 0.639 -0.188 -0.425
H 2.036 -0.095 2.767
H 2.241 -2.349 2.065
H 1.077 -2.152 0.623
O 0.603 0.689 1.494
S -0.867 -0.081 -2.795
S -3.100 1.597 -1.958
*
```

Model y:
Formula: C5H6OS2
Source: the Open Molecules 2025 dataset
Level of theory: ωB97M-V with the def2-TZVPD basis set

The value obtained for the orbital gap is 8.42 eV. As for the SMILES: C=CO/C=C/C(=S)S. The lowest unoccupied orbital energy comes out at -0.33 eV.

```
! RIJCOSX wB97M-V def2-TZVPD def2/J DEFGRID3
* xyz 0 1
C -0.587 2.240 -0.388
C -0.167 0.999 -1.208
C -0.067 -0.139 -0.579
C 0.597 -2.234 -0.056
C 0.975 -2.091 1.188
H -1.911 3.214 1.017
H 0.436 1.250 -2.110
H -0.792 -0.281 0.151
H -0.030 -3.254 -0.571
H 1.252 -3.032 1.839
H 1.363 -1.041 1.604
O 0.693 -1.195 -0.974
S -1.665 1.825 0.918
S -0.098 3.738 -0.832
*
```

Model z:
Formula: C5H6OS2
Source: the Open Molecules 2025 dataset
Level of theory: ωB97M-V with the def2-TZVPD basis set

The value obtained for the orbital gap is 7.96 eV. As for the SMILES: C=CCSC(=S)C=O. The lowest unoccupied orbital energy comes out at -1.21 eV.

```
! RIJCOSX wB97M-V def2-TZVPD def2/J DEFGRID3
* xyz 0 1
C -1.763 -0.140 1.299
C -1.926 0.039 -0.010
C -0.971 -0.349 -1.111
C 1.530 0.365 -0.216
C 2.935 0.001 0.258
H -2.521 0.165 2.036
H -0.865 -0.596 1.690
H -2.844 0.505 -0.378
H -1.419 -1.135 -1.764
H -0.758 0.530 -1.775
H 3.538 0.858 0.517
O 3.336 -1.131 0.347
S 0.616 -1.040 -0.603
S 1.111 1.928 -0.290
*
```

Which structure loses on stability? model y does.

Model w:
Formula: C5H6OS2
Source: the Open Molecules 2025 dataset
Level of theory: ωB97M-V with the def2-TZVPD basis set

The value obtained for the orbital gap is 8.79 eV. As for the SMILES: Cc1occc1SS. The lowest unoccupied orbital energy comes out at 0.41 eV.

```
! RIJCOSX wB97M-V def2-TZVPD def2/J DEFGRID3
* xyz 0 1
C 0.306 -1.737 0.993
C 1.507 -1.746 0.351
C -0.261 -0.453 0.592
C 0.688 0.202 -0.198
C 0.500 1.528 -0.785
O 1.778 -0.603 -0.292
S -3.104 0.326 -0.467
S -1.832 0.089 1.131
H -0.136 -2.412 1.594
H 2.381 -2.260 0.525
H 0.916 1.306 -1.780
H -0.465 1.799 -0.814
H 1.085 2.306 -0.384
H -3.366 1.655 -0.467
*
```

Model x:
Formula: C5H6OS2
Source: the Open Molecules 2025 dataset
Level of theory: ωB97M-V with the def2-TZVPD basis set

The value obtained for the orbital gap is 8.17 eV. The lowest unoccupied orbital energy comes out at -0.66 eV.

```
! RIJCOSX wB97M-V def2-TZVPD def2/J DEFGRID3
* xyz 0 1
C 0.375 -1.030 -1.625
C 0.384 -0.241 -0.335
C 0.912 1.037 -0.057
C 0.288 1.596 1.332
C -0.856 -0.596 0.593
H -0.818 -2.523 -0.518
H 1.601 1.735 -0.770
H -0.074 2.498 0.966
H 1.107 1.645 2.052
H -0.639 -1.554 1.085
H -1.869 -0.612 0.048
O -0.648 -1.988 -1.700
S 1.331 -0.662 -2.899
S -1.095 0.695 1.828
*
```

Which structure loses on stability? model x does.

Model w:
Formula: C6H10
Source: the Open Molecules 2025 dataset
Level of theory: ωB97M-V with the def2-TZVPD basis set

The value obtained for the orbital gap is 9.70 eV. As for the SMILES: C1C[C@H]2C[C@@H]2C1. The lowest unoccupied orbital energy comes out at 1.27 eV.

```
! RIJCOSX wB97M-V def2-TZVPD def2/J DEFGRID3
* xyz 0 1
C -0.047 -1.566 -0.347
C -0.118 -0.333 -1.380
C 0.469 0.735 -0.510
C 0.111 1.829 0.453
C -0.421 0.492 0.729
C 0.028 -0.869 1.087
H -0.994 -2.229 -0.334
H 0.822 -2.191 -0.600
H -1.126 -0.143 -1.769
H 0.520 -0.575 -2.248
H 1.485 0.349 -0.263
H -0.749 2.501 0.293
H 0.885 2.345 0.972
H -1.434 0.477 0.357
H 1.020 -0.858 1.539
H -0.558 -1.406 1.856
*
```

Model x:
Formula: C6H10
Source: the Open Molecules 2025 dataset
Level of theory: ωB97M-V with the def2-TZVPD basis set

The value obtained for the orbital gap is 10.19 eV. As for the SMILES: C1C[C@@H]2C[C@@H]2C1. The lowest unoccupied orbital energy comes out at 1.23 eV.

```
! RIJCOSX wB97M-V def2-TZVPD def2/J DEFGRID3
* xyz 0 1
C 1.649 -0.016 0.260
C 0.541 -1.012 0.028
C -0.826 -0.862 0.667
C -1.229 0.575 0.538
C -0.356 1.012 -0.979
C 0.829 0.073 -0.990
H 1.520 0.795 0.973
H 2.664 -0.401 0.201
H 0.838 -2.029 -0.192
H -1.552 -1.449 0.096
H -0.829 -1.207 1.704
H -0.836 1.182 1.398
H -2.316 0.773 0.551
H -0.488 1.866 -0.371
H -0.887 0.946 -1.942
H 1.277 -0.245 -1.940
*
```

Which structure loses on stability? model w does.

Model w:
Formula: C6H10
Source: the Open Molecules 2025 dataset
Level of theory: ωB97M-V with the def2-TZVPD basis set

The value obtained for the orbital gap is 10.58 eV. As for the SMILES: C=C/C=C/CC. The lowest unoccupied orbital energy comes out at 1.21 eV.

```
! RIJCOSX wB97M-V def2-TZVPD def2/J DEFGRID3
* xyz 0 1
C 2.366 -0.763 -0.142
C 1.112 -1.562 -0.539
C -1.974 2.081 0.185
C -1.656 0.870 0.637
C -0.328 0.312 0.370
C -0.149 -0.740 -0.433
H 2.380 0.237 -0.578
H 3.261 -1.283 -0.479
H 2.390 -0.573 0.922
H 1.047 -2.492 0.030
H 1.291 -1.897 -1.574
H -2.929 2.577 0.384
H -1.402 2.745 -0.438
H -2.155 0.371 1.462
H 0.471 0.594 1.048
H -0.911 -1.092 -1.127
*
```

Model x:
Formula: C6H10
Source: the Open Molecules 2025 dataset
Level of theory: ωB97M-V with the def2-TZVPD basis set

The value obtained for the orbital gap is 8.15 eV. The lowest unoccupied orbital energy comes out at 0.24 eV.

```
! RIJCOSX wB97M-V def2-TZVPD def2/J DEFGRID3
* xyz 0 1
C -0.660 -1.234 0.674
C -1.293 0.149 0.434
C -0.597 0.631 -0.848
C 0.828 1.058 -0.510
C 1.500 -0.235 0.016
C 0.629 -1.461 -0.047
H -0.293 -1.395 1.706
H -1.379 -2.043 0.498
H -2.377 0.070 0.307
H -1.124 0.850 1.265
H -1.162 1.347 -1.442
H 1.352 1.410 -1.405
H 0.851 1.886 0.215
H 1.700 -0.179 1.101
H 2.467 -0.413 -0.460
H -0.472 -0.271 -1.484
*
```

Model y:
Formula: C6H10
Source: the Open Molecules 2025 dataset
Level of theory: ωB97M-V with the def2-TZVPD basis set

The value obtained for the orbital gap is 9.80 eV. As for the SMILES: C=C/C=C/CC. The lowest unoccupied orbital energy comes out at 1.15 eV.

```
! RIJCOSX wB97M-V def2-TZVPD def2/J DEFGRID3
* xyz 0 1
C 2.719 -0.524 0.472
C 1.871 0.608 -0.202
C 0.508 -0.024 -0.539
C -0.683 0.376 -0.091
C -1.951 -0.277 -0.288
C -3.059 -0.027 0.397
H 2.192 -0.936 1.333
H 3.768 -0.216 0.696
H 2.819 -1.444 -0.183
H 1.797 1.324 0.593
H 2.309 1.205 -1.035
H 0.461 -0.937 -1.083
H -0.705 1.321 0.557
H -1.998 -1.201 -0.923
H -2.971 0.636 1.283
H -4.102 -0.543 0.270
*
```

Which structure loses on stability? model x does.

Model w:
Formula: C3H6O2
Source: the Open Molecules 2025 dataset
Level of theory: ωB97M-V with the def2-TZVPD basis set

The value obtained for the orbital gap is 10.46 eV. As for the SMILES: COCC=O. The lowest unoccupied orbital energy comes out at 0.74 eV.

```
! RIJCOSX wB97M-V def2-TZVPD def2/J DEFGRID3
* xyz 0 1
C 0.753 -1.172 -0.624
O 0.575 -0.859 0.733
C -0.031 0.409 0.903
C -1.079 1.090 -0.038
O -1.932 1.831 0.396
H -0.186 -1.595 -0.975
H 0.980 -0.253 -1.167
H 1.521 -1.960 -0.738
H 0.783 1.142 0.751
H -0.506 0.291 1.884
H -0.877 1.076 -1.124
*
```

Model x:
Formula: C3H6O2
Source: the Open Molecules 2025 dataset
Level of theory: ωB97M-V with the def2-TZVPD basis set

The value obtained for the orbital gap is 9.22 eV. The lowest unoccupied orbital energy comes out at 0.86 eV.

```
! RIJCOSX wB97M-V def2-TZVPD def2/J DEFGRID3
* xyz 0 1
O -0.485 -0.402 1.542
C -0.947 -0.656 0.255
C -0.713 0.644 -0.538
C 0.626 0.012 -0.759
O 1.664 0.353 0.083
H -0.491 -1.250 2.014
H 0.142 -1.181 -0.431
H -0.700 1.565 0.051
H -1.347 0.733 -1.423
H 0.977 -0.192 -1.775
H 1.275 0.375 0.982
*
```

Which structure loses on stability? model x does.

Model w:
Formula: C3H6O2
Source: the Open Molecules 2025 dataset
Level of theory: ωB97M-V with the def2-TZVPD basis set

The value obtained for the orbital gap is 9.72 eV. As for the SMILES: C=C(C)OO. The lowest unoccupied orbital energy comes out at 0.91 eV.

```
! RIJCOSX wB97M-V def2-TZVPD def2/J DEFGRID3
* xyz 0 1
C -1.521 -0.218 -0.010
C -0.030 -0.042 -0.008
O 0.377 0.787 1.008
C 0.800 -0.554 -0.911
O 1.810 0.823 0.988
H -1.940 -0.391 0.987
H -1.770 -1.068 -0.652
H -2.001 0.672 -0.433
H 1.838 -0.259 -0.945
H 0.422 -1.260 -1.638
H 1.962 1.532 1.626
*
```

Model x:
Formula: C3H6O2
Source: the Open Molecules 2025 dataset
Level of theory: ωB97M-V with the def2-TZVPD basis set

The value obtained for the orbital gap is 9.71 eV. As for the SMILES: O[C@@H]1C[C@@H]1O. The lowest unoccupied orbital energy comes out at 0.61 eV.

```
! RIJCOSX wB97M-V def2-TZVPD def2/J DEFGRID3
* xyz 0 1
C -0.634 -0.015 -0.555
C 0.158 0.881 0.485
C 0.864 0.063 -0.382
H -1.602 -0.835 0.692
H -1.262 0.638 -1.316
H 0.081 1.936 0.065
H -0.151 0.671 1.632
H 1.554 0.405 -1.187
H 0.496 -1.557 0.505
O -0.894 -1.161 0.013
O 1.390 -1.026 0.049
*
```

Model y:
Formula: C3H6O2
Source: the Open Molecules 2025 dataset
Level of theory: ωB97M-V with the def2-TZVPD basis set

The value obtained for the orbital gap is 10.02 eV. As for the SMILES: C=C1CO1.O. The lowest unoccupied orbital energy comes out at 0.80 eV.

```
! RIJCOSX wB97M-V def2-TZVPD def2/J DEFGRID3
* xyz 0 1
O -0.398 1.641 -1.524
C -0.206 -0.827 -0.921
C 0.043 -0.410 0.306
C 0.107 -0.400 1.737
O 1.150 0.149 0.886
H 0.556 1.595 -1.386
H -1.174 -1.156 -1.276
H 0.587 -0.730 -1.653
H -0.718 1.243 -0.700
H 0.396 -1.351 2.178
H -0.396 0.306 2.391
*
```

Which structure loses on stability? model x does.